w:
The following is a quantum chemistry calculation of 13 unconnected molecules or ions with the total composition H26O13, from the OMol25 dataset.

Atoms and positions in Å:
O1 -1.1679 0.8852 -3.0179
H1 -1.4975 0.0106 -3.2243
H2 -0.7489 0.7883 -2.1628
O2 2.6622 -0.0228 1.0907
H3 1.9671 -0.6472 1.2982
H4 3.3833 -0.2646 1.6719
O3 -0.1138 3.0253 -0.3137
H5 -0.2506 3.1690 0.6227
H6 0.3129 2.1701 -0.3655
O4 -2.6443 -2.1978 -0.2477
H7 -2.7107 -3.0776 0.1233
H8 -2.2424 -1.6746 0.4459
O5 1.1575 -2.5121 -0.1151
H9 1.4541 -1.9269 -0.8121
H10 1.9124 -3.0722 0.0654
O6 2.9109 1.2748 -1.0380
H11 2.5983 0.8829 -0.2226
H12 3.5814 1.8998 -0.7622
O7 1.5861 -0.7932 -2.6975
H13 1.6423 -0.4596 -3.5929
H14 1.7807 -0.0351 -2.1463
O8 -2.9379 1.8548 -0.2767
H15 -2.1102 2.3298 -0.3505
H16 -3.3778 2.2543 0.4738
O9 -0.0257 0.1374 -0.2729
H17 -0.0950 -0.7923 -0.4901
H18 -0.5872 0.2471 0.4945
O10 -0.7430 0.5611 2.9916
H19 -0.3316 -0.2910 2.8470
H20 -1.2718 0.4415 3.7804
O11 -1.7426 -1.8334 -2.8934
H21 -2.3814 -2.1605 -3.5267
H22 -2.0909 -2.0990 -2.0422
O12 0.1950 3.0071 2.4121
H23 -0.1205 2.1520 2.7047
H24 1.1294 3.0020 2.6199
O13 0.1710 -1.7194 2.3865
H25 0.5009 -2.0551 1.5530
H26 0.2462 -2.4588 2.9897

**HOMO level (spin up / spin down)**: -0.259 / -7.169 eV
**Frontier orbital gap (spin up / spin down)**: 3.19 / 10.01 eV
**Net charge**: -1
**Multiplicity**: 2

---

x:
The following is a quantum chemistry calculation of 13 unconnected molecules or ions with the total composition H26O13, from the OMol25 dataset.

Atoms and positions in Å:
O1 2.4722 -1.1579 0.3795
H1 2.2504 -1.7257 1.1175
H2 2.4026 -0.2701 0.7305
O2 1.2192 0.1794 -2.6970
H3 1.3369 -0.4541 -3.4048
H4 1.2608 -0.3442 -1.8968
O3 1.3063 -2.5410 2.3225
H5 1.1747 -3.3843 1.8891
H6 1.8382 -2.7467 3.0913
O4 -1.9215 -1.2433 -1.7649
H7 -1.1415 -1.7922 -1.8455
H8 -2.6507 -1.8329 -1.9569
O5 0.2138 1.7102 2.4883
H9 0.7870 1.2882 3.1283
H10 0.2395 1.1327 1.7254
O6 0.4696 -2.4504 -1.4541
H11 1.2880 -2.2595 -0.9958
H12 0.6378 -3.2733 -1.9131
O7 0.5293 2.9280 -0.3398
H13 0.3511 3.6251 0.2915
H14 -0.0096 2.1938 -0.0450
O8 -0.0664 0.1165 0.0426
H15 -0.4103 -0.4390 -0.6571
H16 -0.1714 -0.4063 0.8375
O9 2.8248 1.7966 0.8530
H17 2.1619 1.9725 0.1853
H18 3.4615 2.5041 0.7515
O10 -2.4367 2.4088 -0.1861
H19 -2.1921 2.7639 0.6685
H20 -1.9545 1.5843 -0.2503
O11 -1.4718 1.7496 -3.6424
H21 -0.9763 1.3877 -2.9077
H22 -1.9485 2.4907 -3.2685
O12 -3.1811 -0.5319 0.4935
H23 -2.7745 -0.7277 -0.3506
H24 -2.4532 -0.5266 1.1151
O13 -0.9570 -1.0673 2.1661
H25 -0.3485 -1.8040 2.2226
H26 -1.1604 -0.8536 3.0767

**HOMO level (spin up / spin down)**: -0.468 / -7.557 eV
**Frontier orbital gap (spin up / spin down)**: 3.19 / 10.31 eV
**Net charge**: -1
**Multiplicity**: 2

---

It is w that is the most stable of them.

---

w:
The following is a quantum chemistry calculation of a single C4H8P2 molecule, from the OMol25 dataset.

Atoms and positions in Å:
C1 2.2064 -0.2302 0.7453
C2 1.6970 -0.2205 -0.6172
C3 -2.2602 0.6505 0.4787
C4 -1.7208 -0.0857 -0.7795
P1 0.8642 0.9445 0.5492
P2 -0.7711 -0.6082 0.7546
H1 1.9921 -1.0692 1.3400
H2 3.2484 0.1403 0.8869
H3 2.1990 0.1753 -1.4362
H4 0.9800 -1.1497 -0.8855
H5 -1.9850 1.6670 0.4737
H6 -3.1375 0.2304 0.8711
H7 -2.1689 -0.9905 -1.0443
H8 -1.1437 0.5459 -1.3368

**HOMO level**: -8.778 eV
**SMILES**: C1CP1#P1CC1
**Frontier orbital gap**: 9.76 eV

---

x:
The following is a quantum chemistry calculation of a single C4H8P2 molecule, from the OMol25 dataset.

Atoms and positions in Å:
C1 1.5646 -1.5515 0.2674
C2 1.7162 -0.5325 1.4063
C3 -1.8365 0.6644 -1.5335
C4 -1.6480 1.5098 -0.3545
P1 -0.0087 -0.6877 0.6245
P2 0.1334 0.9126 -0.7432
H1 2.2627 -1.3373 -0.3885
H2 1.4959 -2.5776 0.5512
H3 1.6259 -0.9862 2.4902
H4 2.4102 0.3154 1.2062
H5 -2.0199 -0.3626 -1.2484
H6 -1.8404 0.8847 -2.5763
H7 -1.8080 2.6645 -0.3072
H8 -2.0475 1.0839 0.6060

**HOMO level**: -8.242 eV
**SMILES**: C1CP1#P1CC1
**Frontier orbital gap**: 9.15 eV

---

It is w that is the most stable of them.

---

w:
The following is a quantum chemistry calculation of 2 unconnected molecules or ions with the total composition C5H17N2, from the OMol25 dataset.

Atoms and positions in Å:
C1 -1.0615 0.0566 -0.4150
C2 -2.3588 -0.2244 -1.1649
C3 -3.2337 1.0181 -1.2755
N1 -0.2326 -1.1665 -0.2290
H1 -0.4655 0.7883 -0.9614
H2 -1.2817 0.4505 0.5763
H3 -2.8774 -1.0815 -0.7278
H4 -2.1030 -0.5195 -2.1889
H5 -3.2755 1.6270 -0.3654
H6 -2.8384 1.6668 -2.0583
H7 -4.2779 0.7814 -1.4723
H8 -0.7908 -1.8389 0.2905
H9 0.0199 -1.6086 -1.1063
H10 1.0243 -0.8268 0.5346
C4 3.1375 -0.6674 0.3408
N2 1.9234 -0.4029 1.1671
C5 1.6676 0.9971 1.5707
H11 3.0004 -0.1586 -0.6103
H12 4.0204 -0.2166 0.7945
H13 3.2327 -1.7476 0.3190
H14 1.9532 -0.9379 2.0310
H15 1.4687 1.5660 0.6633
H16 2.5460 1.4116 2.0626
H17 0.8025 1.0336 2.2248

**HOMO level**: -14.202 eV
**Frontier orbital gap**: 11.38 eV
**Net charge**: +1

---

x:
The following is a quantum chemistry calculation of 2 unconnected molecules or ions with the total composition C5H17N2, from the OMol25 dataset.

Atoms and positions in Å:
C1 1.3548 -0.2600 -1.3875
C2 1.8693 1.0688 -0.8651
C3 1.5893 1.2856 0.6215
N1 1.7025 -0.4196 -2.7899
H1 0.2559 -0.2524 -1.3292
H2 1.7106 -1.0883 -0.7479
H3 1.4456 1.8676 -1.4683
H4 2.9469 1.1308 -1.0137
H5 1.8358 0.3896 1.1928
H6 0.5516 1.5927 0.7981
H7 2.2091 2.0775 1.0289
H8 1.3175 -1.2772 -3.1677
H9 2.7100 -0.4857 -2.8835
C4 -2.9632 0.0134 0.5430
C5 -2.1929 -0.6296 1.6784
N2 -0.7925 -0.9497 1.2124
H10 -3.9212 0.3719 0.9053
H11 -2.4193 0.8725 0.1456
H12 -3.1563 -0.6946 -0.2601
H13 -2.0974 0.0429 2.5226
H14 -2.6263 -1.5630 2.0226
H15 -0.8220 -1.4983 0.3473
H16 -0.2556 -1.4927 1.8927
H17 -0.2521 -0.1023 1.0017

**HOMO level**: -12.560 eV
**Frontier orbital gap**: 9.15 eV
**Net charge**: +1

---

It is w that is the most stable of them.